Entry from OMol25: C28H46F6LaOP2 as an isolated structure (ωB97M-V/def2-TZVPD).

Each line ends with the Mulliken charge.
CARTESIAN COORDINATES (ANGSTROEM)
H -4.052975 2.243814 4.615456  0.44
H -1.907895 -1.440897 -1.988178  0.55
C 7.213567 -3.163379 -3.237964  -1.12
H -2.463125 -4.364321 3.506489  0.35
H 2.946026 0.881693 -4.598922  0.32
P 5.815000 -1.992150 -3.468256  0.19
H 5.038682 -3.391635 -5.288222  0.38
F 0.426693 2.316309 3.844337  -0.21
H -0.294429 2.453672 1.178282  0.37
H 4.664198 -1.681606 -5.607546  0.27
H -0.737724 1.228502 -2.726467  0.24
C 0.619800 1.645562 -0.636287  -0.48
H -2.922362 1.229901 5.558248  0.28
C -1.857455 -3.666311 2.902284  -1.45
C -1.876220 2.072715 -0.171568  -0.84
O -1.973071 1.327728 3.052511  0.66
H -2.567049 2.656621 0.458054  0.46
C -0.606468 2.342073 4.723232  0.48
H -2.749327 -3.204390 -1.156998  0.37
H 3.570981 2.461634 -4.027525  0.44
C 0.958100 0.132516 -0.694658  -0.04
F -2.320496 4.760120 4.181705  -0.27
H 7.689324 -2.961883 -2.270504  0.34
H -4.087137 -1.301828 -1.441503  0.34
F -1.078541 4.046421 2.519915  -0.25
H -3.680138 -2.315866 4.953691  0.45
H 5.746881 1.503982 -0.883743  0.34
C -1.617449 0.698993 -2.351293  -1.20
H -5.186620 -0.224773 -0.552830  0.36
H -2.479058 -1.016204 4.798950  0.13
C -5.078847 0.276677 2.264998  -1.48
H 1.476805 -0.129740 0.244872  0.28
H -5.564213 -1.943369 -0.722200  0.32
H -5.419409 0.789320 1.353535  0.32
F -0.407250 3.388395 5.572766  -0.26
H 7.411320 -0.589778 -4.689749  0.49
H -2.957957 3.002475 5.810615  0.47
C -0.192227 -0.820638 -0.899871  -1.09
C 6.830221 -0.445694 -3.768263  -0.96
C -3.057949 2.198963 5.071138  -1.80
H -0.034232 -1.822383 -0.465595  0.76
H 6.336884 -2.289340 -5.853562  0.34
C 3.190656 1.481531 -3.712598  -0.76
H 7.529709 -0.355239 -2.923250  0.41
H -2.219067 0.464791 -3.244251  0.54
H -4.218318 -0.645129 4.696374  0.40
C -2.146504 3.733467 3.306086  0.49
C -3.078667 -2.583896 0.880302  0.78
H 0.569924 2.065739 -1.654733  0.08
P 4.447645 0.580479 -2.716896  0.55
C -3.443935 -1.613665 2.944161  0.67
C -2.747800 -3.612029 -0.139135  -1.66
C 5.922308 0.784381 -3.855994  -0.84
H -3.478165 -4.441038 -0.126878  0.32
H -5.984865 -0.040937 2.808514  0.36
H 5.168436 2.806491 -1.972114  0.36
F -3.243398 3.707101 2.486726  -0.26
C -2.001099 2.361318 4.020467  0.39
La -1.709893 -0.193642 1.587131  1.14
F -0.503655 1.199694 5.471706  -0.25
C -2.459419 1.673262 -1.500402  -0.62
H 6.457853 1.694286 -3.551086  0.43
C -4.209793 -0.891549 1.971230  -0.06
H -1.104326 -3.221051 3.571198  0.24
H 1.731469 0.008585 -1.478241  -0.13
H -2.647711 2.578605 -2.106015  0.53
H -1.757726 -4.053543 0.033444  0.40
H -3.454766 1.226070 -1.336183  0.22
H 5.545411 0.929825 -4.879705  0.43
C -2.713543 -2.631918 2.261442  0.43
C -3.998933 -1.514234 0.697186  0.72
C -0.571881 2.022833 0.201707  -0.12
H 1.486847 2.143327 -0.163650  0.42
C 4.895771 1.865582 -1.475633  -1.15
H 4.046588 2.027731 -0.799221  0.21
H 6.813162 -4.184233 -3.223596  0.38
C -4.739837 -1.227206 -0.559816  -1.53
H -1.320387 -4.255806 2.150170  0.39
C 5.433039 -2.368974 -5.235507  -1.11
H -4.573747 1.024460 2.900362  0.12
C -1.263834 -0.601730 -1.694536  -0.03
H 7.952039 -3.063452 -4.043670  0.31
H 2.275077 1.607817 -3.119287  -0.06
C -3.449523 -1.380007 4.414822  -1.48

Atomic forces in eV per Å
H 0.199 0.034 0.147
H 0.189 0.258 0.616
C 0.047 -0.044 -0.087
H 0.260 0.246 -0.175
H 0.028 0.162 0.184
P 0.683 -0.386 -0.293
H 0.048 0.229 -0.111
F -0.577 0.017 0.449
H -0.410 -0.280 -0.348
H 0.135 -0.142 -0.025
H -0.137 -0.279 0.047
C 0.664 0.072 -0.153
H -0.103 0.240 -0.066
C 0.346 -0.289 0.248
C 0.835 1.045 -0.283
O -0.106 1.996 1.800
H 0.268 -0.610 0.123
C 0.538 -0.218 0.838
H -0.047 -0.113 0.180
H -0.251 -0.091 -0.024
C 0.281 0.442 0.504
F 0.162 -0.973 -0.858
H -0.041 -0.104 -0.208
H -0.216 0.044 0.149
F -0.808 -0.210 0.572
H 0.118 0.329 -0.188
H -0.205 0.127 -0.105
C -0.207 0.345 -0.840
H 0.080 -0.228 -0.036
H -0.294 -0.112 -0.030
C -0.656 0.573 0.315
H -0.092 -0.016 -0.237
H 0.277 0.218 0.139
H 0.120 -0.153 0.251
F -0.239 -0.936 -0.925
H 0.035 0.110 0.279
H -0.162 -0.259 -0.095
C -0.217 -0.164 -0.751
C -0.132 -0.372 0.174
C -0.489 0.022 0.355
H -0.155 0.218 -0.417
H -0.232 -0.042 0.030
C 0.037 0.264 -0.038
H -0.145 0.009 -0.223
H 0.194 0.092 0.260
H 0.298 -0.221 -0.103
C -0.474 0.768 -0.246
C -0.268 0.372 0.652
H -0.153 -0.152 0.564
P -0.157 0.438 0.068
C -0.453 -0.134 -0.833
C 0.274 -0.449 -0.439
C -0.216 -0.025 0.160
H 0.245 0.309 0.030
H 0.224 0.131 -0.188
H -0.068 -0.091 0.249
F 0.775 0.019 0.603
C 1.239 -0.276 -0.900
La 0.520 -1.299 -0.567
F -0.017 0.784 -0.605
C -0.135 -0.366 -0.154
H -0.129 -0.135 -0.280
C 0.391 -0.970 0.081
H -0.165 -0.185 -0.021
H -0.349 -0.262 0.274
H 0.063 -0.225 0.305
H -0.213 0.028 -0.081
H 0.235 0.164 0.012
H 0.119 -0.063 0.272
C -0.905 0.296 -0.434
C 0.367 -0.007 0.785
C -0.605 0.961 -0.393
H -0.309 -0.224 -0.285
C -0.080 0.128 -0.048
H 0.222 0.055 -0.060
H 0.188 0.158 -0.002
C -0.268 0.126 -0.598
H -0.107 0.060 0.215
C -0.091 -0.091 0.095
H -0.196 -0.298 -0.306
C 0.426 -0.358 0.389
H -0.035 -0.134 0.191
H 0.161 0.073 -0.189
C 0.028 0.022 0.645

The calculation puts the relative energy (zero: lowest compared OMol25 entry of this formula, charge and spin) at 0.00 kJ/mol. As for the electronic energy: -2483.0815 a.u. Its charge is +1.